(1)
{"formula": "C6H11BrO", "method": "ωB97M-V with the def2-TZVPD basis set", "e_lumo_ev": 0.58, "mol_weight_g_mol": 179.057, "charge": 0, "homo_ev": -9.66, "homo_lumo_gap_ev": 10.239, "relative_energy_ev": 0.160, "elements": ["C", "C", "C", "O", "C", "C", "C", "Br", "H", "H", "H", "H", "H", "H", "H", "H", "H", "H", "H"], "coordinates": [[-0.1907, 2.0521, -0.0895], [-0.4114, 0.7115, -0.6410], [-1.8139, 0.1734, -0.3191], [-2.5273, -0.2603, -1.2264], [0.7988, -0.5394, -0.0215], [0.4951, -0.7634, 1.3901], [0.5976, -1.8167, -0.7985], [2.5694, 0.0931, -0.2943], [-0.7743, 2.6485, -0.6523], [-0.3203, 2.0620, 0.9726], [0.8830, 2.2502, -0.2514], [-0.2933, 0.5562, -1.6712], [-2.1601, 0.4491, 0.7084], [0.3948, 0.0514, 1.9541], [-0.4701, -1.1777, 1.2526], [1.2897, -1.4529, 1.7127], [-0.4481, -1.9923, -0.9050], [0.9274, -1.5893, -1.7178], [1.0746, -2.6523, -0.3759]], "forces_ev_per_a": [[3.4, -1.9, 0.9], [1.1, -4.7, 2.1], [-0.1, 0.9, -2.2], [1.0, 0.3, 2.3], [-2.6, 2.3, -1.5], [1.2, -3.0, -1.6], [-1.2, 1.3, 1.7], [0.8, 0.5, -0.2], [-1.9, 2.8, -1.3], [-0.6, 0.4, 0.6], [-0.4, 0.5, 0.0], [0.2, 0.4, -1.6], [-0.3, -0.7, -0.3], [0.1, 3.3, 2.4], [-1.0, -1.2, 1.0], [-0.8, 0.0, 0.7], [-0.9, -0.4, 0.1], [1.4, 0.1, -3.6], [0.8, -1.0, 0.6]], "nbo_charge": [-0.637, -0.279, 0.410, -0.516, 0.025, -0.661, -0.657, 0.017, 0.223, 0.210, 0.235, 0.219, 0.117, 0.208, 0.212, 0.220, 0.221, 0.217, 0.217]}


(2)
{"formula": "C36H30MnN7P2", "method": "ωB97M-V with the def2-TZVPD basis set", "spin_multiplicity": 6, "e_lumo_ev": [-2.71, -3.17], "mol_weight_g_mol": 677.571, "charge": 1, "homo_ev": [-10.10, -10.13], "homo_lumo_gap_ev": [7.388, 6.955], "s2": 8.7543, "elements": ["Mn", "C", "C", "P", "C", "C", "C", "C", "C", "C", "C", "C", "C", "C", "C", "C", "P", "C", "C", "C", "C", "C", "C", "C", "C", "C", "C", "C", "C", "H", "H", "H", "H", "H", "H", "H", "H", "H", "H", "H", "H", "H", "H", "H", "H", "H", "H", "H", "H", "H", "H", "H", "H", "N", "C", "C", "N", "C", "C", "N", "C", "C", "N", "H", "H", "H", "H", "H", "H", "N", "C", "C", "C", "N", "C", "N"], "coordinates": [[-0.2687, -0.7034, 0.6465], [0.1828, 1.7894, 0.9878], [1.3835, 0.8512, 1.4061], [2.7016, 0.0914, 0.2813], [1.7991, -0.6874, -1.1594], [2.5988, -1.5804, -1.8834], [2.1216, -2.2173, -3.0196], [0.8178, -2.0067, -3.4594], [-0.0072, -1.1507, -2.7566], [0.4889, -0.5077, -1.6304], [3.5714, 1.5057, -0.4695], [4.4098, 2.2116, 0.3954], [5.1566, 3.2877, -0.0696], [5.0905, 3.6458, -1.4095], [4.2769, 2.9296, -2.2801], [3.5163, 1.8674, -1.8107], [0.3992, 2.8503, -0.5582], [0.5292, 4.5119, 0.1986], [-0.5070, 5.4304, 0.3471], [-0.2804, 6.6590, 0.9607], [0.9822, 6.9792, 1.4402], [2.0267, 6.0773, 1.2866], [1.8046, 4.8587, 0.6580], [-1.3169, 2.7899, -1.1839], [-2.4617, 2.8849, -0.3852], [-3.7281, 2.9078, -0.9546], [-3.8705, 2.8100, -2.3356], [-2.7469, 2.6965, -3.1426], [-1.4783, 2.6884, -2.5677], [-0.0250, 2.4513, 1.8240], [-0.7763, 1.2545, 0.8792], [1.0363, -0.0098, 2.0003], [1.9687, 1.3606, 2.1667], [3.6150, -1.7680, -1.5518], [2.7722, -2.8884, -3.5676], [0.4522, -2.5046, -4.3490], [-1.0275, -0.9696, -3.0735], [-0.2051, 0.2166, -1.1941], [4.4976, 1.9189, 1.4385], [5.8016, 3.8301, 0.6107], [5.6772, 4.4783, -1.7785], [4.2271, 3.2060, -3.3264], [2.8627, 1.3394, -2.4952], [-1.4964, 5.2087, -0.0327], [-1.0938, 7.3664, 1.0631], [1.1533, 7.9341, 1.9221], [3.0193, 6.3307, 1.6407], [2.6379, 4.1759, 0.5078], [-2.3648, 2.9908, 0.6917], [-4.6040, 3.0227, -0.3253], [-4.8578, 2.8331, -2.7798], [-2.8555, 2.6276, -4.2185], [-0.5989, 2.6131, -3.2002], [-3.7177, -3.0579, 0.1938], [-4.5225, -1.9340, 0.1599], [-3.6742, -0.8792, 0.0765], [-2.3727, -1.3385, 0.0570], [-2.4408, -2.6451, 0.1286], [-1.2227, -3.4540, 0.2050], [-0.0626, -2.8781, 0.3854], [0.8901, -3.8803, 0.3888], [0.2750, -5.0748, 0.2104], [-1.0756, -4.7852, 0.0893], [-4.0453, -4.0034, 0.2965], [-5.5969, -1.9947, 0.2036], [-3.9113, 0.1694, 0.0295], [1.9391, -3.6737, 0.5323], [0.6544, -6.0826, 0.1630], [-1.8013, -5.4654, -0.0623], [-1.0525, -0.9368, 2.5731], [-1.0081, -0.8900, 3.7410], [-0.9526, -0.8675, 5.1112], [-1.7754, 0.0765, 5.8157], [-2.4364, 0.8545, 6.3517], [-0.0578, -1.7843, 5.7558], [0.6839, -2.5350, 6.2214]], "forces_ev_per_a": [[-1.1, -1.4, 0.3], [0.5, 0.0, 0.1], [-0.1, 0.3, -0.7], [-0.3, -0.1, -0.1], [0.1, 0.3, -0.1], [0.0, -0.1, 0.0], [0.0, 0.0, 0.0], [0.1, -0.1, -0.1], [0.0, -0.2, 0.1], [0.1, 0.5, 0.1], [0.0, 0.1, 0.1], [0.1, 0.0, 0.0], [0.0, -0.1, 0.0], [0.0, 0.0, 0.0], [0.0, 0.0, 0.1], [0.0, 0.0, -0.1], [0.0, -0.1, -0.1], [0.2, 0.0, 0.2], [-0.1, 0.1, 0.0], [0.1, -0.1, 0.0], [0.0, 0.0, 0.0], [0.0, -0.1, -0.1], [0.0, 0.0, 0.0], [-0.2, 0.0, -0.1], [0.0, 0.1, 0.0], [0.1, -0.1, 0.0], [0.0, 0.0, 0.0], [0.1, 0.0, 0.1], [-0.1, 0.0, 0.0], [0.0, 0.0, 0.2], [-0.1, 0.2, 0.0], [0.1, 0.2, 0.5], [0.2, 0.2, 0.0], [0.0, 0.0, 0.0], [0.0, 0.0, 0.0], [0.0, 0.0, 0.0], [0.0, 0.0, 0.0], [0.2, 0.4, -0.2], [0.0, 0.0, -0.1], [0.0, 0.0, 0.0], [0.0, 0.0, 0.0], [0.0, 0.0, 0.0], [0.0, 0.0, 0.0], [0.0, 0.0, 0.0], [0.0, 0.0, 0.0], [0.0, 0.0, 0.0], [0.0, 0.0, 0.0], [-0.1, 0.1, 0.0], [0.0, 0.0, 0.0], [0.1, 0.0, 0.0], [0.0, 0.0, 0.0], [0.0, 0.0, 0.1], [0.0, 0.0, 0.0], [-0.4, 0.1, 0.0], [0.1, -0.3, 0.0], [0.3, 0.1, 0.0], [0.0, 0.5, -0.2], [0.3, -0.5, 0.1], [-0.5, 0.0, -0.1], [0.7, 0.2, 0.1], [-0.1, 0.3, 0.0], [-0.4, 0.0, 0.0], [0.2, -0.3, 0.0], [0.0, 0.0, 0.0], [0.1, 0.0, 0.0], [0.1, 0.0, 0.0], [-0.1, 0.0, 0.0], [-0.1, 0.1, 0.0], [0.0, 0.0, 0.0], [0.2, 0.1, 0.0], [0.0, 0.0, 0.3], [-0.1, 0.1, 0.2], [0.4, -0.3, -0.2], [0.1, -0.1, -0.1], [-0.3, 0.3, -0.2], [-0.1, 0.1, -0.1]], "nbo_charge": [1.391, -0.730, -0.766, 0.849, -0.361, -0.133, -0.193, -0.187, -0.179, -0.306, -0.373, -0.152, -0.228, -0.189, -0.190, -0.194, 0.837, -0.363, -0.214, -0.186, -0.193, -0.220, -0.151, -0.392, -0.163, -0.238, -0.189, -0.208, -0.190, 0.281, 0.183, 0.222, 0.302, 0.229, 0.234, 0.233, 0.235, 0.203, 0.212, 0.228, 0.228, 0.224, 0.219, 0.219, 0.223, 0.225, 0.222, 0.207, 0.211, 0.227, 0.227, 0.227, 0.226, -0.479, -0.051, -0.058, -0.551, 0.318, 0.335, -0.572, -0.056, -0.051, -0.481, 0.434, 0.247, 0.242, 0.244, 0.249, 0.434, -0.746, 0.544, -0.561, 0.291, -0.328, 0.292, -0.332]}


(3)
{"formula": "C5H7N", "method": "ωB97M-V with the def2-TZVPD basis set", "e_lumo_ev": 0.91, "mol_weight_g_mol": 81.118, "charge": 0, "homo_ev": -10.31, "homo_lumo_gap_ev": 11.215, "relative_energy_ev": 1.169, "elements": ["C", "C", "C", "N", "C", "C", "H", "H", "H", "H", "H", "H", "H"], "coordinates": [[0.7957, -1.2969, -0.2567], [0.0563, 0.0420, -0.3014], [-0.4527, 0.4628, -1.5621], [-0.8765, 0.7039, -2.6182], [-1.0165, 0.4112, 0.7230], [0.3150, 1.0624, 0.7593], [0.8353, -1.6364, 0.7810], [0.2971, -2.0705, -0.8458], [1.8280, -1.2262, -0.6164], [-1.2651, -0.3503, 1.4365], [-1.8652, 1.0571, 0.4610], [0.9693, 0.7383, 1.5529], [0.3792, 2.1026, 0.4867]], "forces_ev_per_a": [[-0.2, 0.1, 0.1], [-0.6, -0.5, 0.2], [0.1, 0.4, -2.7], [0.5, -0.2, 1.5], [-0.5, 0.1, 0.5], [0.2, 0.2, 0.3], [0.0, 0.0, 0.0], [-0.1, 0.2, 0.1], [-0.2, 0.2, 0.0], [0.1, -0.2, 0.4], [0.5, -0.6, -0.3], [0.3, 0.1, -0.1], [0.1, 0.1, 0.0]], "nbo_charge": [-0.582, -0.181, 0.293, -0.337, -0.379, -0.387, 0.214, 0.227, 0.224, 0.218, 0.235, 0.224, 0.232]}